Density functional theory data (ωB97M-V with the def2-TZVPD basis set) for a structure of composition C6H10.

## Properties
Relative energy (zero: lowest compared OMol25 entry of this formula, charge and spin) in kJ/mol: 457.2
Orbital gap in eV: 7.792

```
16
Properties=species:S:1:pos:R:3:forces:R:3
C -0.4759 -1.7420 -0.9012 -0.03 -0.08 0.05
C -0.0182 0.4121 -1.2014 -0.03 0.22 0.15
C -0.9011 1.1656 -0.4712 -0.09 -0.08 -0.21
C 0.2988 1.0976 1.3111 0.13 -0.04 0.14
C 0.7663 -0.2309 1.2816 0.00 0.10 0.21
C 0.4984 -0.8111 -0.5701 -0.03 -0.14 -0.30
H -1.5292 -1.4928 -0.8279 0.17 0.02 -0.02
H -0.2378 -2.7642 -1.1943 -0.01 0.16 0.06
H 0.4247 0.7541 -2.1329 -0.07 -0.07 0.16
H -1.2583 2.1228 -0.8502 0.08 -0.15 0.07
H -1.6125 0.6519 0.1728 0.15 0.05 -0.04
H -0.5288 1.3756 1.9573 0.10 -0.06 -0.15
H 0.9864 1.9114 1.0983 -0.12 -0.13 -0.01
H 0.2299 -0.9669 1.8776 0.06 0.11 -0.13
H 1.8441 -0.3807 1.2900 -0.17 0.03 -0.05
H 1.5133 -1.1027 -0.8395 -0.13 0.05 0.08
```
Positions in Å, forces in eV/Å.

---

Density functional theory data (ωB97M-V with the def2-TZVPD basis set) for the molecule C6H10.

## Properties
Relative energy (zero: lowest compared OMol25 entry of this formula, charge and spin) in kJ/mol: 384.9
Orbital gap (alpha / beta) in eV: 7.602 / 7.547

```
16
Properties=species:S:1:pos:R:3:forces:R:3
C 1.1134 -0.3790 2.0718 -0.02 0.00 0.07
C 0.8049 -0.3434 0.5791 0.05 0.04 -0.03
C -0.7162 -0.3771 0.3090 -0.09 0.10 -0.10
C -0.9845 -0.4142 -1.1569 0.17 -0.03 -0.18
C -0.8973 0.6178 -2.0453 -0.04 0.35 0.32
C -0.7780 2.0010 -1.6456 0.37 -0.92 -0.48
H 0.6347 0.4628 2.5844 0.07 -0.12 -0.06
H 2.1908 -0.3173 2.2571 -0.16 -0.02 -0.04
H 0.7451 -1.3044 2.5293 0.05 0.13 -0.06
H 1.2022 0.5738 0.1281 -0.07 -0.12 0.07
H 1.3033 -1.1823 0.0727 -0.14 0.12 0.07
H -1.1431 -1.2676 0.7907 0.02 0.23 -0.09
H -1.1626 0.5271 0.7385 0.06 -0.05 -0.05
H -0.8656 0.2863 -3.0909 -0.19 0.28 0.08
H -1.1270 -1.4026 -1.5982 0.15 0.04 0.12
H -0.3200 2.5190 -2.5239 -0.25 -0.03 0.34
```
Positions in Å, forces in eV/Å.

---

Density functional theory data (ωB97M-V with the def2-TZVPD basis set) for the molecule C6H10.

## Properties
SMILES: CC[C@H]1[C@H]2C[C@@H]12
Relative energy (zero: lowest compared OMol25 entry of this formula, charge and spin) in kJ/mol: 452.2
Orbital gap (alpha / beta) in eV: 7.989 / 8.252

```
16
Properties=species:S:1:pos:R:3:forces:R:3
C 2.2148 -0.2114 0.4112 0.10 -0.01 0.03
C 0.7915 -0.7538 0.4844 0.04 -0.01 0.02
C -0.0619 -0.1621 -0.6235 0.07 -0.07 0.02
C -1.5282 -0.5907 -0.4896 -0.11 -0.46 0.40
C -2.1822 0.7401 -0.1077 -0.23 0.05 -0.04
C -0.7632 1.1360 -0.3789 0.15 0.65 -0.37
H 2.7721 -0.4369 1.3251 -0.02 0.00 -0.14
H 2.1925 0.8775 0.2865 0.04 -0.17 0.06
H 2.7582 -0.6400 -0.4377 -0.05 0.08 0.10
H 0.7735 -1.8488 0.4370 0.05 0.10 -0.02
H 0.3333 -0.4518 1.4338 0.08 -0.13 -0.09
H 0.4380 -0.1488 -1.5950 -0.05 0.02 0.17
H -1.5338 -1.1679 0.4531 -0.08 0.07 -0.24
H -2.8372 1.2939 -0.7749 -0.03 -0.04 0.09
H -2.6033 0.6542 0.8934 0.04 0.01 -0.15
H -0.7642 1.7107 -1.3170 0.00 -0.11 0.17
```
Positions in Å, forces in eV/Å.

---

Density functional theory data (ωB97M-V with the def2-TZVPD basis set) for the molecule C6H10.

## Properties
SMILES: C=CC/C=C/C
Relative energy (zero: lowest compared OMol25 entry of this formula, charge and spin) in kJ/mol: 215.0
Orbital gap in eV: 10.349

```
16
Properties=species:S:1:pos:R:3:forces:R:3
C 1.3983 2.3560 0.0687 -1.31 0.49 2.55
C 0.3965 1.7718 -0.5446 -0.48 -0.13 0.98
C -0.7305 1.1205 0.1818 -3.19 0.48 0.71
C -0.6584 -0.3921 -0.1030 0.45 3.04 0.69
C 0.0409 -1.3202 0.5324 -1.85 -1.66 0.32
C -0.2566 -2.7190 -0.0639 3.58 -0.42 2.18
H 2.1329 2.8185 -0.4645 2.15 0.98 -1.44
H 1.3999 2.6050 1.1647 -0.10 -0.68 -1.10
H 0.4182 1.6702 -1.6123 -0.06 -0.12 -0.45
H -1.7999 1.5113 -0.2266 2.38 -0.93 0.37
H -0.9213 1.4024 1.2763 1.26 -0.45 -1.28
H -1.1279 -0.4465 -1.0698 -0.17 -1.44 -0.23
H 0.5647 -1.2256 1.5186 -0.49 0.22 -1.20
H -0.9710 -2.5752 -0.7810 -1.57 0.05 -2.05
H -0.6117 -3.5296 0.6118 0.35 0.83 -0.04
H 0.7260 -3.0474 -0.4887 -0.95 -0.27 -0.02
```
Positions in Å, forces in eV/Å.